(1)
Molecular formula: C2H3BrN2S
Method: DFT, wB97M-V/def2-TZVPD

Its energy above the lowest of the compared OMol25 structures with the same formula, charge and spin is 276.87 kJ/mol. The LUMO energy (alpha / beta) is -2.12 / -3.11 eV.

CARTESIAN COORDINATES (ANGSTROEM)
1 Br -2.91733 -0.21528 0.40640
2 S 0.78494 -1.35856 0.08280
3 N -0.12745 0.70820 -1.11623
4 N 0.53330 1.24000 -0.18628
5 C -0.23871 -0.61867 -1.06963
6 C 0.92199 0.36755 0.78994
7 H 0.09721 0.28637 1.60022
8 H -0.96504 -0.94493 -1.76378
9 H 1.91108 0.53531 1.25656

=====

(2)
Molecular formula: C4H8N2
Method: DFT, wB97M-V/def2-TZVPD

Its energy above the lowest of the compared OMol25 structures with the same formula, charge and spin is 138.33 kJ/mol. The LUMO energy is 1.06 eV.

CARTESIAN COORDINATES (ANGSTROEM)
1 N -1.84543 -0.87327 -0.12019
2 N -0.58099 -1.28893 -0.21870
3 C -1.86769 0.39746 -0.10555
4 C 0.30317 -0.20372 0.30047
5 C 1.71455 -0.19376 -0.20664
6 C -0.50839 1.01437 -0.06831
7 H 0.44118 -0.43105 1.37359
8 H 2.12699 0.85238 0.11722
9 H -0.48138 -2.09224 0.42535
10 H -0.38686 1.77070 0.65448
11 H 2.33830 -1.01320 0.16874
12 H -2.78914 0.90734 0.04189
13 H -0.21671 1.45731 -1.05414
14 H 1.75242 -0.30340 -1.30821

=====

(3)
Molecular formula: C32H47Br36ClF3INO
Method: DFT, wB97M-V/def2-TZVPD

The total charge is +1. The LUMO energy is -4.21 eV.

CARTESIAN COORDINATES (ANGSTROEM)
1 I -5.55069 0.20420 1.06690
2 Br -6.17275 9.40657 -3.97982
3 Br 6.39339 -3.51217 -6.87496
4 Br 0.03850 -6.28745 -6.15552
5 Br 3.81336 -1.74623 -3.21274
6 Br 4.56362 4.81833 -2.94196
7 Br 6.17541 2.13729 -2.21762
8 Br 8.29789 4.88980 -4.24446
9 Br 3.13539 -1.50928 -0.08518
10 Br -2.30370 -6.55689 -1.61115
11 Br 5.30509 -5.48753 1.39605
12 Br 4.26214 2.21887 -4.79982
13 Br -2.47525 -4.38958 -5.54493
14 Br 0.21406 -8.45657 -2.21409
15 Br 6.45392 -0.85130 -5.08130
16 Br 6.14696 -1.09245 -1.11506
17 Br 4.83275 -0.88059 -7.85010
18 Br 0.44454 -5.29206 -2.69243
19 Br 5.31561 -3.21644 3.66621
20 Br 2.21515 -3.94591 -10.39397
21 Br 4.78451 4.20887 8.56976
22 Br -4.37669 2.06017 7.33709
23 Br 2.40253 2.10569 8.11688
24 Br 2.09532 5.12712 7.07588
25 Br 7.60532 -3.24898 1.41614
26 Br 0.63653 -6.64568 -9.67035
27 Br -3.81947 -1.10069 7.25917
28 Br -5.43503 1.89522 -3.42036
29 Br -6.33713 0.05077 8.89735
30 Br -8.52923 7.31906 -4.60508
31 Br -8.44855 8.84871 -1.78445
32 Br -5.15983 5.05499 -3.91747
33 Br 10.19840 4.79664 -1.65976
34 Br 0.27381 -3.12257 -6.61997
35 Br -0.99559 -3.96412 -10.35244
36 Br 8.60062 7.48642 -2.38253
37 Br -7.90266 3.84162 -2.76978
38 Cl 2.65865 1.96639 0.43493
39 F -4.20031 -0.16602 -1.93510
40 F -2.29257 0.92821 -2.20250
41 F -3.90068 2.01718 -1.14589
42 O -2.09874 1.36504 0.68493
43 N -3.05053 -0.54691 2.45105
44 C 4.26810 -0.89580 -1.53310
45 C 0.28665 0.75911 1.15220
46 C -1.26240 2.13782 2.84168
47 C -6.35848 3.53078 -3.89928
48 C -2.21630 -2.65237 5.25548
49 C -2.65562 0.18097 0.03518
50 C -0.26132 2.02581 4.07380
51 C 1.22250 2.59131 3.82765
52 C 0.79923 2.00100 0.29863
53 C 8.59483 5.54923 -2.44679
54 C 3.71819 1.57327 3.64383
55 C -7.40336 8.10575 -3.23807
56 C 0.61254 -4.99516 -10.68795
57 C -1.38233 -3.00533 -0.38633
58 C -4.52435 0.38414 8.29954
59 C 0.48011 1.92537 -1.26146
60 C -2.94274 -1.44611 4.89550
61 C 5.75634 -3.65315 1.82903
62 C -1.57369 -0.48598 2.38642
63 C -0.72651 -6.83628 -2.70648
64 C -0.89972 -4.66427 -6.64220
65 C -3.35614 0.71928 -1.27585
66 C 3.32141 3.66569 7.42229
67 C 4.56436 2.88132 -3.00433
68 C -1.19572 0.96646 1.77032
69 C -3.80866 -2.20873 0.53201
70 C 6.36007 -1.57413 -6.87684
71 C -2.15630 -3.86905 1.91056
72 C -2.67158 -3.30260 0.51281
73 C 2.25809 1.45735 4.29155
74 C -3.52517 -0.73862 1.01036
75 C -3.71904 -1.35598 3.48865
76 H -1.00915 3.10866 2.28812
77 H 5.14301 -3.01638 1.19497
78 H -1.06954 -6.96537 -3.73078
79 H -0.15111 0.99253 4.52696
80 H -0.70726 2.68052 4.90573
81 H 3.75508 3.38028 6.46603
82 H -2.33159 2.28751 3.22718
83 H 0.50363 2.99925 0.77106
84 H 3.72831 2.54324 -2.39530
85 H -0.48236 2.50674 -1.45344
86 H -3.15040 -4.22027 0.00716
87 H -1.69251 -2.27583 -1.21828
88 H -1.42612 -3.21332 2.47124
89 H -3.00841 -4.20549 2.60285
90 H 7.25145 -1.24036 -7.40266
91 H 0.33875 -0.15674 0.47307
92 H 4.54302 1.64490 4.42244
93 H 1.86527 0.39617 4.10261
94 H 4.07982 0.16981 -1.65300
95 H 0.59978 -5.26972 -11.74008
96 H 7.75516 5.21292 -1.84216
97 H 1.38718 3.47082 4.54726
98 H -4.25746 -2.17898 -0.52475
99 H -2.71561 -3.55929 5.72879
100 H 1.34737 2.30180 -1.88963
101 H 3.82078 2.47129 2.96262
102 H -1.09913 -2.71525 5.01889
103 H -1.24245 -4.78958 -7.66745
104 H 1.41018 3.00282 2.79006
105 H -4.03235 -2.40886 3.25423
106 H 0.22570 0.83469 -1.50106
107 H -1.04644 -3.94773 -0.94652
108 H 3.90777 0.58859 3.08615
109 H -0.99544 -0.53088 3.35259
110 H -6.80238 7.30132 -2.81975
111 H -1.58849 -4.83878 1.67111
112 H 0.95578 0.52164 2.04822
113 H -0.47689 -2.63034 0.18525
114 H -3.35909 0.43254 2.65465
115 H -4.67262 -2.62412 1.16559
116 H -4.69379 -0.81553 3.77920
117 H -3.90584 0.47193 9.19069
118 H -1.08366 -1.26081 1.69946
119 H -1.71203 -0.36611 -0.32877
120 H 2.38314 1.53435 5.42700
121 H -2.97897 -0.52717 5.59658
122 H -6.72713 3.40378 -4.91448

=====

Number 1: E -3159.600891 Ha. Number 2: E -266.669317 Ha. Number 3: E -95098.799061 Ha.